DFT (ωB97M-V with the def2-TZVPD basis set) results for C21H25NO4 in the gas phase.

Geometry as XYZ:
```
51
Properties=species:S:1:pos:R:3:forces:R:3
C -2.6624 2.6611 5.7099 0.1 -0.1 -0.4
C -1.5580 2.2494 4.7439 0.0 -0.4 0.5
C -0.1715 2.4003 5.3505 -0.3 0.0 -0.3
O -1.6012 3.0946 3.5752 0.3 0.3 0.1
C -2.4550 2.7608 2.6105 -0.1 -0.1 -0.4
O -3.1632 1.7924 2.6161 -0.1 0.0 0.0
C -2.4285 3.8133 1.4970 0.0 0.1 0.3
C -3.3881 4.9390 1.8820 0.2 -0.2 -0.2
O -2.8814 3.2784 0.2760 -0.1 0.0 0.1
C -2.1955 2.2550 -0.2976 0.2 -0.2 -0.3
C -0.9958 1.7300 0.1722 -0.1 0.3 0.2
C -0.3683 0.7079 -0.5187 -0.1 -0.1 -0.3
C -0.9195 0.1886 -1.6832 -0.2 0.1 0.2
C -0.2997 -0.9219 -2.4601 0.2 0.1 0.1
O -0.9577 -1.7218 -3.0970 -0.2 -0.1 -0.1
N 1.0570 -0.9506 -2.4349 0.3 0.1 0.1
C 1.8230 -1.9900 -3.0757 0.0 -0.2 0.1
C 2.4737 -2.9349 -2.0528 -0.1 0.1 -0.3
C 3.2165 -4.0295 -2.7624 0.0 0.0 0.1
C 4.5763 -3.9169 -3.0193 0.0 0.0 0.0
C 5.2490 -4.9127 -3.7057 0.1 0.0 -0.1
C 4.5670 -6.0330 -4.1474 0.1 -0.1 0.0
C 3.2098 -6.1521 -3.8996 0.0 -0.1 0.0
C 2.5396 -5.1559 -3.2132 0.0 0.0 0.0
C -2.1365 0.7007 -2.1322 0.1 -0.1 0.0
C -2.7617 1.7238 -1.4590 0.0 0.1 0.2
H -2.5349 3.7011 6.0022 0.0 0.1 0.1
H -2.6267 2.0354 6.5969 0.0 -0.1 0.1
H -3.6342 2.5418 5.2370 -0.1 0.0 0.0
H -1.7270 1.2169 4.4123 0.1 0.2 0.0
H -0.0080 3.4326 5.6489 0.1 0.1 0.1
H -0.0812 1.7591 6.2222 0.0 -0.1 0.1
H 0.5910 2.1221 4.6277 0.1 0.0 0.0
H -1.4065 4.2095 1.4022 -0.2 -0.1 0.0
H -3.4019 5.6872 1.0943 0.0 0.1 0.0
H -4.3906 4.5354 1.9982 -0.1 0.0 0.0
H -3.0674 5.3972 2.8132 0.0 0.1 0.1
H -0.5435 2.0996 1.0801 0.0 0.0 0.1
H 0.5463 0.2995 -0.1113 0.1 0.0 0.0
H 1.5582 -0.2603 -1.9006 -0.2 0.0 -0.1
H 1.1258 -2.5489 -3.7041 0.2 0.1 0.0
H 2.5952 -1.5427 -3.7104 -0.1 -0.1 0.0
H 1.6878 -3.3584 -1.4244 0.0 0.1 0.0
H 3.1572 -2.3650 -1.4184 0.0 0.0 0.1
H 5.1149 -3.0448 -2.6751 0.0 0.1 0.1
H 6.3080 -4.8137 -3.8959 0.1 0.0 0.0
H 5.0915 -6.8111 -4.6822 0.0 -0.1 0.0
H 2.6725 -7.0244 -4.2421 0.0 -0.1 0.0
H 1.4805 -5.2503 -3.0215 -0.1 0.0 0.0
H -2.5757 0.2748 -3.0213 -0.1 0.0 -0.1
H -3.6989 2.1314 -1.8025 -0.1 0.0 -0.1
```
Forces are in eV/Å.

* maximum force: 0.6 eV/Å
* E: -31863.9918 eV
* energy above the lowest of the compared OMol25 structures with the same formula, charge and spin: 7.0 kcal/mol
* SMILES: CC(C)OC(=O)[C@H](C)Oc1ccc(C(=O)NCCc2ccccc2)cc1